w:
A structure of composition C2H4NP. Source: the Open Molecules 2025 dataset; level of theory: ωB97M-V/def2-TZVPD.

CARTESIAN COORDINATES (ANGSTROEM)
1 C -0.903 0.652 -0.050
2 C 0.688 -0.402 -0.076
3 N -1.906 -0.069 0.113
4 P 2.180 0.269 0.009
5 H -0.713 1.665 -0.342
6 H 0.633 -1.540 0.044
7 H -2.837 0.377 0.024
8 H 2.858 -0.952 0.276

Output
Gap between HOMO and LUMO (eV): 9.81
Molar mass (g mol⁻¹): 73.03

***

x:
An isolated molecule of C2H4NP. Source: the Open Molecules 2025 dataset; level of theory: ωB97M-V/def2-TZVPD.

CARTESIAN COORDINATES (ANGSTROEM)
1 C -0.196 -0.457 -0.935
2 C -1.293 -0.175 1.323
3 N -0.305 0.036 0.354
4 P 1.128 0.959 0.934
5 H -1.115 -0.767 -1.386
6 H -2.299 -0.125 0.747
7 H 1.558 1.107 -0.429
8 H 1.903 -0.073 1.413

Output
Gap between HOMO and LUMO (alpha / beta) (eV): 7.48 / 7.48
Molar mass (g mol⁻¹): 73.03

***

Tell me which of them is the least stable. Sure, it is x.

***

w:
A cluster of 2 separate species, C5H10 in total. Source: the Open Molecules 2025 dataset; level of theory: ωB97M-V/def2-TZVPD.

CARTESIAN COORDINATES (ANGSTROEM)
1 C 6.670 0.119 3.056
2 C 6.953 1.169 2.298
3 H 6.283 0.457 4.003
4 H 6.599 -0.910 2.736
5 H 6.613 2.135 2.667
6 H 7.208 1.189 1.245
7 C -3.978 0.165 -2.649
8 C -4.257 -0.655 -1.392
9 C -5.404 -1.087 -0.885
10 H -4.811 0.427 -3.293
11 H -3.144 -0.311 -3.153
12 H -3.611 1.145 -2.290
13 H -3.410 -1.322 -1.237
14 H -5.461 -2.082 -0.455
15 H -6.249 -0.439 -0.652

Output
Gap between HOMO and LUMO (eV): 10.32
Molar mass (g mol⁻¹): 70.13

***

x:
A cluster of 2 separate species, C5H10 in total. Source: the Open Molecules 2025 dataset; level of theory: ωB97M-V/def2-TZVPD.

CARTESIAN COORDINATES (ANGSTROEM)
1 C -2.702 -0.697 -0.329
2 C -2.562 -1.021 0.959
3 H -2.248 0.118 -0.869
4 H -3.262 -1.460 -0.858
5 H -2.120 -0.370 1.707
6 H -2.637 -2.056 1.277
7 C 1.792 0.935 0.914
8 C 1.490 0.888 -0.569
9 C 1.771 -0.067 -1.445
10 H 2.823 0.597 1.068
11 H 1.046 0.366 1.460
12 H 1.815 1.951 1.303
13 H 0.934 1.739 -0.956
14 H 1.373 -0.071 -2.449
15 H 2.488 -0.851 -1.213

Output
Gap between HOMO and LUMO (eV): 10.77
Molar mass (g mol⁻¹): 70.13

***

y:
A structure of composition C5H10. Source: the Open Molecules 2025 dataset; level of theory: ωB97M-V/def2-TZVPD.

CARTESIAN COORDINATES (ANGSTROEM)
1 C 1.446 -0.741 -0.263
2 C -0.285 0.018 -0.012
3 C -1.334 -0.938 -0.490
4 C -0.258 0.852 1.203
5 C -0.230 1.484 -0.175
6 H 2.186 0.053 -0.120
7 H 1.671 -1.541 0.476
8 H 1.677 -1.198 -1.260
9 H -0.238 -1.279 -0.628
10 H -1.895 -1.559 0.222
11 H -1.855 -0.764 -1.444
12 H -1.157 0.953 1.806
13 H 0.672 0.789 1.752
14 H -1.113 2.019 -0.517
15 H 0.714 1.852 -0.550

Output
Gap between HOMO and LUMO (eV): 9.85
Molar mass (g mol⁻¹): 70.13

***

z:
A cluster of 2 separate species, C5H10 in total. Source: the Open Molecules 2025 dataset; level of theory: ωB97M-V/def2-TZVPD.

CARTESIAN COORDINATES (ANGSTROEM)
1 C 0.560 0.754 -1.250
2 C 1.565 -0.048 -0.909
3 C -0.124 -1.052 1.875
4 C -0.653 0.166 1.860
5 C -0.857 0.313 -1.479
6 H 0.761 1.817 -1.388
7 H -1.089 0.295 -2.551
8 H 1.410 -1.116 -0.761
9 H 2.574 0.326 -0.759
10 H -0.655 -1.909 2.279
11 H 0.868 -1.236 1.469
12 H -0.110 1.006 1.435
13 H -1.645 0.369 2.255
14 H -1.567 1.002 -1.007
15 H -1.037 -0.685 -1.068

Output
Gap between HOMO and LUMO (eV): 10.89
Molar mass (g mol⁻¹): 70.13

***

Tell me which of them is the least stable. Sure, it is y.

***

w:
An isolated molecule of C5H10. Source: the Open Molecules 2025 dataset; level of theory: ωB97M-V/def2-TZVPD.

CARTESIAN COORDINATES (ANGSTROEM)
1 C -1.422 0.843 -0.862
2 C -0.117 0.240 -0.434
3 C 0.050 -1.079 -0.319
4 C 0.749 -1.688 0.911
5 C 0.848 1.285 0.085
6 H -1.895 1.157 0.080
7 H -1.362 1.808 -1.363
8 H -2.245 0.360 -1.390
9 H -0.451 -1.830 -0.919
10 H 1.819 -1.520 0.792
11 H 0.526 -2.754 0.887
12 H 0.308 -1.369 1.851
13 H 0.355 1.953 0.795
14 H 1.594 0.690 0.600
15 H 1.243 1.905 -0.714

Output
Gap between HOMO and LUMO (eV): 9.48
Molar mass (g mol⁻¹): 70.13

***

x:
A cluster of 2 separate species, C5H10 in total. Source: the Open Molecules 2025 dataset; level of theory: ωB97M-V/def2-TZVPD.

CARTESIAN COORDINATES (ANGSTROEM)
1 C 1.329 -0.016 -0.206
2 C 0.961 -0.011 1.098
3 C 0.267 -1.167 1.750
4 C -0.729 1.270 -1.365
5 C -1.767 0.486 -1.593
6 H 2.033 0.699 -0.596
7 H 1.035 -0.822 -0.862
8 H 1.528 0.614 1.777
9 H -0.215 1.219 -0.244
10 H -0.264 1.857 -2.143
11 H -0.597 -0.827 2.324
12 H -0.079 -1.887 1.009
13 H 0.938 -1.691 2.434
14 H -2.158 0.306 -2.585
15 H -2.282 -0.031 -0.797

Output
Gap between HOMO and LUMO (eV): 10.03
Molar mass (g mol⁻¹): 70.13

***

y:
A structure of composition C5H10. Source: the Open Molecules 2025 dataset; level of theory: ωB97M-V/def2-TZVPD.

CARTESIAN COORDINATES (ANGSTROEM)
1 C 0.091 0.765 1.019
2 C 1.183 -0.099 0.994
3 C 0.134 -1.490 -0.612
4 C -0.965 -0.769 -1.020
5 C -0.473 1.249 -0.238
6 H -0.609 0.716 1.853
7 H 0.246 1.983 0.737
8 H 1.969 0.043 0.259
9 H 1.488 -0.584 1.920
10 H 1.001 -1.555 -1.266
11 H 0.074 -2.242 0.163
12 H -1.901 -0.871 -0.474
13 H -1.046 -0.383 -2.031
14 H -1.403 1.809 -0.241
15 H 0.211 1.429 -1.061

Output
Gap between HOMO and LUMO (eV): 8.90
Molar mass (g mol⁻¹): 70.13

***

Tell me which of them is the least stable. Sure, it is y.

***

w:
An isolated molecule of C5H10. Source: the Open Molecules 2025 dataset; level of theory: ωB97M-V/def2-TZVPD.

CARTESIAN COORDINATES (ANGSTROEM)
1 C -2.180 -0.064 0.008
2 C -0.803 -0.781 -0.011
3 C 0.429 -0.076 -0.119
4 C 0.638 1.301 -0.003
5 C 1.843 -0.693 0.023
6 H -2.977 -0.428 -0.751
7 H -2.565 -0.069 1.084
8 H -1.929 1.127 -0.278
9 H -0.685 -1.836 0.100
10 H 0.976 1.900 -0.813
11 H -0.235 2.057 0.122
12 H 1.077 1.689 0.892
13 H 2.084 -0.350 1.030
14 H 1.953 -1.693 -0.013
15 H 2.741 -0.519 -0.754

Output
Gap between HOMO and LUMO (eV): 9.70
Molar mass (g mol⁻¹): 70.13

***

x:
A cluster of 2 separate species, C5H10 in total. Source: the Open Molecules 2025 dataset; level of theory: ωB97M-V/def2-TZVPD.

CARTESIAN COORDINATES (ANGSTROEM)
1 C 2.402 0.551 -0.225
2 C 2.076 0.449 -1.774
3 C 0.970 0.872 -0.826
4 C -0.037 -0.151 -0.671
5 C -1.479 0.038 -0.354
6 H -4.078 -2.442 5.271
7 H -3.877 -2.972 4.793
8 H 3.328 1.259 -0.153
9 H 1.930 0.026 -2.747
10 H 2.783 1.183 -2.233
11 H 0.490 1.858 -0.680
12 H 0.534 -0.931 -0.157
13 H -2.183 0.868 -0.303
14 H -2.067 -0.887 -0.434
15 H -0.792 0.279 0.493

Output
Gap between HOMO and LUMO (eV): 5.50
Molar mass (g mol⁻¹): 70.13

***

y:
An isolated molecule of C5H10. Source: the Open Molecules 2025 dataset; level of theory: ωB97M-V/def2-TZVPD.

CARTESIAN COORDINATES (ANGSTROEM)
1 C 1.381 -0.611 -0.284
2 C -0.008 -0.062 -0.033
3 C -1.115 -1.022 -0.448
4 C -0.165 0.808 1.183
5 C -0.190 1.424 -0.189
6 H 2.152 0.146 -0.101
7 H 1.565 -1.461 0.385
8 H 1.473 -0.957 -1.320
9 H -0.738 -2.052 -0.479
10 H -1.953 -1.013 0.253
11 H -1.494 -0.794 -1.450
12 H -1.106 0.772 1.726
13 H 0.709 0.976 1.809
14 H -1.140 1.813 -0.548
15 H 0.672 2.009 -0.502

Output
Gap between HOMO and LUMO (eV): 11.01
Molar mass (g mol⁻¹): 70.13

***

Tell me which of them is the least stable. Sure, it is x.

***

w:
A cluster of 2 separate species, C3H11NO in total. Source: the Open Molecules 2025 dataset; level of theory: ωB97M-V/def2-TZVPD.

CARTESIAN COORDINATES (ANGSTROEM)
1 C -1.004 0.229 -2.295
2 O -1.695 -0.926 -1.545
3 H -0.091 0.534 -1.864
4 H -1.820 1.108 -2.264
5 H -0.704 -0.360 -3.145
6 C 1.439 0.286 0.238
7 N 0.199 -0.318 0.762
8 C -0.050 -0.028 2.211
9 H 1.730 -0.087 -0.709
10 H 2.245 0.262 1.029
11 H 1.166 1.315 0.026
12 H -1.365 -0.691 -0.629
13 H 0.159 -1.351 0.596
14 H 0.888 -0.388 2.661
15 H -0.191 1.015 2.374
16 H -0.906 -0.600 2.552

Output
Gap between HOMO and LUMO (eV): 10.06
Molar mass (g mol⁻¹): 77.13

***

x:
A cluster of 2 separate species, C3H11NO in total. Source: the Open Molecules 2025 dataset; level of theory: ωB97M-V/def2-TZVPD.

CARTESIAN COORDINATES (ANGSTROEM)
1 C 2.712 0.832 1.060
2 O 2.593 1.048 -0.357
3 H 2.478 1.797 1.508
4 H 3.731 0.560 1.316
5 H 1.943 0.132 1.377
6 C -1.006 -1.365 -0.876
7 N -1.266 0.055 -0.800
8 C -2.453 0.321 0.001
9 H -0.516 -1.814 -0.011
10 H -0.365 -1.618 -1.730
11 H -1.924 -1.889 -1.061
12 H 2.900 0.237 -0.793
13 H -0.493 0.493 -0.304
14 H -2.489 1.369 0.266
15 H -3.377 0.089 -0.547
16 H -2.467 -0.249 0.950

Output
Gap between HOMO and LUMO (eV): 9.66
Molar mass (g mol⁻¹): 77.13

***

Tell me which of them is the least stable. Sure, it is w.

***

w:
A cluster of 2 separate species, C3H11NO in total. Source: the Open Molecules 2025 dataset; level of theory: ωB97M-V/def2-TZVPD.

CARTESIAN COORDINATES (ANGSTROEM)
1 C -0.061 -1.714 -0.816
2 N 0.484 -0.346 -0.456
3 C 1.425 0.106 -1.444
4 C -0.612 0.647 -0.356
5 H -1.092 -1.608 -1.197
6 H 0.008 -2.258 0.127
7 H 0.607 -2.113 -1.572
8 H 1.739 1.107 -1.196
9 H 2.361 -0.465 -1.354
10 H 1.113 -0.016 -2.483
11 H -0.310 1.418 0.359
12 H -1.466 0.161 0.100
13 H -0.699 1.182 -1.297
14 H -0.894 1.622 2.078
15 H -1.647 0.436 2.622
16 O -0.967 1.076 2.877

Output
Gap between HOMO and LUMO (eV): 9.48
Molar mass (g mol⁻¹): 77.13

***

x:
A cluster of 2 separate species, C3H11NO in total. Source: the Open Molecules 2025 dataset; level of theory: ωB97M-V/def2-TZVPD.

CARTESIAN COORDINATES (ANGSTROEM)
1 C 0.650 -0.412 -1.245
2 N 2.514 1.126 1.228
3 H 0.082 -0.695 -2.171
4 H 0.817 -1.279 -0.539
5 H 1.652 -0.021 -1.438
6 H 2.374 1.191 2.257
7 H 2.807 0.158 1.175
8 H 1.535 1.258 0.809
9 C -1.283 0.461 0.202
10 O -0.105 0.630 -0.622
11 C -1.918 -0.895 -0.101
12 H -0.846 0.590 1.242
13 H -1.894 1.388 -0.017
14 H -2.970 -0.762 0.363
15 H -2.148 -1.044 -1.251
16 H -1.268 -1.694 0.109

Output
Gap between HOMO and LUMO (eV): 10.50
Molar mass (g mol⁻¹): 77.13

***

Tell me which of them is the least stable. Sure, it is x.